Density functional theory data (ωB97M-V/def2-TZVPD) for C16H31Br21O9S3 as an isolated structure in a non-equilibrium geometry.

```
80
C16H31Br21O9S3 (ωB97M-V/def2-TZVPD)
O -5.770 -4.572 1.734
S -4.680 -3.851 1.132
O -4.439 -3.952 -0.277
O -4.722 -2.275 1.532
C -3.847 -1.334 0.870
C -4.428 -0.909 -0.460
C -3.199 -4.298 2.113
H -2.797 -1.602 0.744
H -3.916 -0.462 1.520
H -3.965 -0.004 -0.851
H -5.465 -0.614 -0.269
H -4.471 -1.714 -1.192
H -2.341 -3.738 1.750
H -3.049 -5.364 1.958
H -3.493 -4.062 3.131
O 0.864 4.547 4.520
S -0.131 3.545 4.765
O -1.366 3.414 4.027
O 0.649 2.110 4.695
C -0.098 0.915 4.875
C -0.619 0.374 3.544
C -0.600 3.545 6.493
H -0.983 1.044 5.500
H 0.579 0.150 5.257
H -1.416 -0.341 3.756
H 0.152 -0.010 2.879
H -1.119 1.213 3.060
H -1.444 2.875 6.614
H -0.948 4.573 6.589
H 0.318 3.295 7.017
O -1.595 -0.020 -2.033
S -0.948 0.874 -1.116
O -1.066 0.666 0.306
O 0.653 1.028 -1.556
C 1.462 0.051 -0.918
C 2.918 0.496 -0.884
C -1.463 2.536 -1.579
H 1.463 -0.856 -1.533
H 1.115 -0.238 0.074
H 3.685 -0.275 -0.868
H 3.093 1.124 -0.009
H 3.055 1.129 -1.762
H -2.548 2.507 -1.644
H -1.022 2.772 -2.547
H -1.120 3.284 -0.866
C 1.574 4.491 1.276
Br 1.391 2.579 1.677
Br -0.162 5.384 1.139
Br 2.571 4.570 -0.424
H 2.238 4.910 2.021
C 5.814 -4.327 -1.160
Br 4.371 -3.048 -0.761
Br 5.392 -5.973 -0.204
Br 7.574 -3.624 -0.746
H 5.803 -4.470 -2.232
C 5.575 0.858 -4.224
Br 4.291 2.345 -3.963
Br 4.813 -0.904 -4.446
Br 6.877 0.927 -2.802
H 6.068 1.047 -5.169
C -0.365 0.083 -4.835
Br 0.007 1.931 -5.240
Br 1.225 -0.990 -4.390
Br -1.158 -0.778 -6.446
H -1.056 0.017 -4.013
C 7.113 -0.559 2.079
Br 5.980 0.460 0.896
Br 7.054 0.250 3.844
Br 8.969 -0.553 1.413
H 6.786 -1.591 2.079
C -2.158 -3.033 -3.801
Br -4.065 -3.004 -4.081
Br -1.315 -4.454 -4.787
Br -1.708 -3.209 -1.912
H -1.713 -2.082 -4.065
C -5.697 0.866 -3.304
Br -4.058 1.407 -4.222
Br -7.232 0.797 -4.553
Br -6.135 2.204 -1.901
H -5.603 -0.105 -2.834
```

Output
Multiplicity ... 1
Gap between HOMO and LUMO ... 9.48 eV

Mulliken atomic charge list, values in e, 5 entries: -0.632 1.139 -0.489 -0.420 -0.024